1.
DFT (ωB97M-V/def2-TZVPD) results for a structure of composition C31H45ClF5PPb at a distorted geometry.

Kohn-Sham gap (alpha / beta) in hartree: 0.2906 / 0.1828
E in Ha: -2701.7992
LUMO energy (alpha / beta) in Ha: 0.0039 / 0.0020
HOMO energy (alpha / beta) in eV: -7.80 / -4.92

Geometry as ORCA input:
```
! wB97M-V def2-TZVPD RIJCOSX def2/J DEFGRID3
* xyz 0 1
C -0.72990 4.61387 -3.26196
H 4.70368 -0.84862 -1.50833
C -0.29013 4.44515 3.24665
H -0.56967 -4.26248 2.81362
H 0.55862 -3.38094 -1.27841
H -3.99167 3.50057 -2.70986
F -0.97488 2.16718 3.28576
C 0.85640 2.76645 1.89150
H 0.13883 -2.22449 -2.90277
C -0.13747 3.12105 2.78109
H -1.42275 -5.11204 1.59827
C 1.77821 0.69545 -2.59273
C -0.65310 -2.79868 -4.81611
C -1.18023 -2.18250 -0.73309
H -2.75485 -3.41272 -0.08098
F 2.30748 3.48813 0.15908
H 2.16647 0.08010 -4.62791
H -2.75362 1.55677 -1.75524
H -2.85638 3.95053 -1.43997
C -1.44697 -0.76959 -6.23099
H 5.68615 0.78725 -3.18507
H 0.68249 -4.80619 0.61548
C 0.07678 -1.82174 -3.92133
H -1.20202 1.16219 -5.25727
C -0.70603 0.18102 -5.28559
P -0.04108 0.38493 -2.42208
C 1.38853 5.13517 1.60266
H 0.31465 0.36892 -5.64342
H -0.51324 2.48592 -1.35020
C -2.91661 3.58503 -2.47732
C 2.29245 0.98355 -4.01412
H 2.51817 -1.33896 -2.54996
C 4.67767 0.36635 -3.30216
H -0.13090 2.86550 -4.35812
C -0.73988 2.17820 -2.38723
C -2.28103 2.17282 -2.54377
C -0.96729 -4.12767 1.80604
H -1.53836 -2.11181 2.28634
H 0.97989 3.33533 -3.07396
C 4.11700 -0.01488 -1.91778
H 3.91414 2.36477 -3.60076
H 4.10202 1.44123 -5.09069
F -1.15941 4.74675 4.24814
H -2.55334 1.72698 -3.51780
H 0.26260 -0.79136 -0.34403
H -2.66241 5.59209 -3.23264
H -2.83652 -3.32345 2.34764
F 0.49751 6.68232 3.17767
F 2.11398 6.11403 1.01443
C -2.36984 -2.50752 0.36430
C -0.86327 -2.18834 -6.22380
C -0.08670 3.22038 -3.31875
Cl 0.38362 -0.80176 3.38805
C -2.24304 4.59864 -3.41720
C 2.62902 -0.41364 -1.95900
H 1.10986 -1.64849 -4.26469
C 0.21466 -3.84358 0.85345
H -1.47285 -0.35141 -7.24674
H 2.29158 -0.66523 -0.93665
H 4.24557 0.84240 -1.23734
H -1.72537 -2.46334 -1.62545
C 1.49543 3.78874 1.21674
H -2.48226 -0.81021 -5.87116
H -3.19724 -1.78210 0.43375
C 0.53616 5.43220 2.67928
H 1.89093 1.60177 -1.97176
H 0.95701 -3.23636 1.42048
H 0.11846 -2.16003 -6.71480
H -0.46291 5.09464 -2.31521
C -1.97173 -2.97829 1.77136
H -1.51075 -2.85709 -6.80282
H -0.29154 5.24602 -4.04020
H -2.50546 4.33755 -4.45106
H -0.08797 -3.74182 -4.86772
H -1.72940 -0.70637 -3.59362
C -0.12579 -3.21886 -0.44108
C -0.63900 -0.80175 -1.00763
H -1.62913 -3.01765 -4.36037
H 1.72687 1.78391 -4.50884
C -0.67947 -0.48108 -3.88972
H 4.78544 -0.54338 -3.91534
C 3.77847 1.36753 -4.04375
Pb 2.03669 0.61815 2.30589
H -1.43524 -0.13893 -0.67039
*
```

So, what does the Mulliken scheme give us? The charges, in e, come out as:
1. C -1.07
2. H 0.45
3. C 0.01
4. H 0.27
5. H 0.31
6. H 0.42
7. F -0.29
8. C -0.53
9. H -0.61
10. C 0.60
11. H 0.36
12. C 0.44
13. C -0.85
14. C 1.05
15. H 0.46
16. F -0.29
17. H 0.38
18. H 0.37
19. H 0.38
20. C -0.88
21. H 0.39
22. H 0.34
23. C -0.37
24. H 0.25
25. C -0.48
26. P 0.86
27. C -0.25
28. H 0.20
29. H 0.43
30. C -0.95
31. C -0.86
32. H 0.30
33. C -0.77
34. H 0.18
35. C 0.30
36. C -0.69
37. C -0.77
38. H -0.04
39. H 0.26
40. C -0.86
41. H 0.39
42. H 0.39
43. F -0.30
44. H 0.23
45. H -0.13
46. H 0.35
47. H 0.43
48. F -0.32
49. F -0.33
50. C -1.29
51. C -0.73
52. C -0.51
53. Cl -0.51
54. C -0.66
55. C -0.23
56. H 0.32
57. C -0.53
58. H 0.41
59. H -0.03
60. H 0.29
61. H -0.08
62. C 0.32
63. H 0.38
64. H 0.35
65. C 0.69
66. H 0.40
67. H 0.21
68. H 0.32
69. H 0.41
70. C -0.28
71. H 0.43
72. H 0.39
73. H 0.32
74. H 0.43
75. H 0.84
76. C -1.14
77. C -0.52
78. H 0.36
79. H 0.13
80. C 0.01
81. H 0.33
82. C -0.97
83. Pb 0.36
84. H 0.59



2.
DFT (ωB97M-V/def2-TZVPD) results for a cluster of 2 separate species, C2H3F2NO4S2 in total at a distorted geometry.

Kohn-Sham gap in hartree: 0.1510
E in Ha: -1429.6950
LUMO energy in Ha: 0.1956
HOMO energy in eV: 1.21

Geometry as ORCA input:
```
! wB97M-V def2-TZVPD RIJCOSX def2/J DEFGRID3
* xyz -2 1
S -0.87276 -0.91011 -1.17555
O -0.48123 -2.28665 -0.96821
O 0.08053 -0.08574 -1.90732
F 3.37769 0.99159 0.84260
H 0.55781 1.39778 0.45101
S -2.95109 0.12729 -0.85558
H 0.40319 -0.26177 0.96737
H 0.99086 0.96172 2.16796
N -1.70432 -0.36709 0.05364
C 0.86540 0.61206 1.19227
C 2.30608 0.01093 0.65083
O -2.33005 -0.85172 -2.05701
O -2.86453 1.55503 -1.18532
F 2.62241 -0.89332 1.82332
*
```

So, what does the Mulliken scheme give us? The charges, in e, come out as:
1. S 0.85
2. O -0.57
3. O -0.47
4. F -0.24
5. H 0.17
6. S 0.36
7. H -0.04
8. H 0.52
9. N -0.31
10. C -0.63
11. C -0.37
12. O -0.36
13. O -0.59
14. F -0.32